No. 1
{"formula": "C17H18BrN7O2S2Ti", "method": "wB97M-V/def2-TZVPD", "s2": 2.029, "homo_lumo_gap_ev": [5.38, 8.41], "multiplicity": 3, "lumo_ev": [0.16, 0.14], "symbols": ["C", "N", "H", "N", "H", "S", "O", "C", "C", "C", "O", "C", "H", "H", "Br", "C", "N", "H", "Ti", "H", "H", "H", "N", "C", "H", "H", "N", "C", "H", "C", "H", "H", "C", "C", "H", "H", "H", "N", "C", "N", "C", "C", "H", "C", "C", "C", "S", "H"], "xyz": [[-4.783451, -1.573911, -0.012376], [6.669354, 0.844345, 3.298294], [-5.312130, -1.967151, 0.846304], [-2.413955, 2.682328, -1.743508], [6.083657, -0.719840, 1.245973], [1.636304, 0.842053, 0.245004], [0.982218, 2.149983, 0.323003], [3.301226, 1.798940, 2.180055], [0.780709, -3.794776, -1.013853], [3.136587, 0.933488, 1.107259], [1.874981, 0.435925, -1.134791], [-4.707751, -1.122810, -2.376042], [-2.920083, -0.244806, -3.107145], [-4.686509, 3.433517, -1.178300], [-7.115694, -2.328838, -1.462294], [-3.427688, -0.590449, -2.206162], [-0.128302, -1.608492, -0.769049], [3.984468, -0.660470, -0.052329], [-0.819925, 0.262930, -0.605563], [-5.170681, -1.170185, -3.353404], [6.653369, 1.249115, 4.218529], [-3.085159, -1.019649, 1.119073], [-4.124685, 3.266258, -0.359054], [-0.037810, -2.781854, -1.469434], [0.837276, -4.726974, -1.560731], [-4.618787, 3.142224, 0.508158], [0.601445, -0.190943, 0.926865], [0.706777, -1.525611, 0.331283], [2.177997, -4.383955, 0.521937], [-5.375272, -1.606310, -1.268827], [-0.652830, -2.861503, -2.353689], [-3.067031, 2.275384, -2.404414], [4.472907, 1.763862, 2.907810], [-2.915679, 2.690988, -0.455745], [2.520390, 2.502737, 2.435180], [7.230435, 0.012505, 3.232080], [4.613663, 2.447594, 3.736289], [-1.144034, 2.025832, -1.903926], [5.484424, 0.853194, 2.586334], [1.496546, -2.419320, 0.811626], [-2.788629, -0.515336, -0.965661], [4.132224, 0.017704, 0.777163], [-0.859042, 2.187196, -2.864599], [1.527987, -3.614607, 0.131924], [-3.513580, -1.033687, 0.120229], [5.302715, -0.015947, 1.506567], [-2.075681, 2.104392, 0.846686], [-0.463270, 2.554945, -1.342722]], "forces_ev_per_a": [[-0.060, 0.015, -0.046], [0.052, 0.018, -0.023], [-0.016, -0.002, -0.005], [-0.014, -0.135, -0.116], [0.002, 0.003, 0.007], [-0.543, 0.590, 0.033], [0.241, -0.325, 0.202], [-0.014, 0.058, -0.022], [0.157, -0.456, -0.062], [0.267, -0.473, 0.068], [0.184, -0.133, -0.021], [0.031, 0.009, 0.028], [0.018, 0.009, 0.011], [0.101, 0.128, -0.040], [-0.138, -0.060, -0.020], [-0.136, -0.018, -0.117], [1.196, -1.315, 0.005], [-0.017, 0.007, -0.001], [-1.122, 0.201, -0.194], [0.002, 0.007, -0.008], [-0.031, 0.004, 0.002], [0.042, 0.002, 0.004], [-0.251, -0.159, 0.062], [-0.387, 0.928, 0.691], [-0.007, 0.022, 0.009], [0.034, -0.026, 0.018], [0.705, -1.050, -0.462], [-0.323, 1.614, 0.069], [0.023, 0.014, 0.047], [0.141, 0.048, 0.077], [0.001, -0.026, -0.032], [-0.054, 0.022, -0.013], [-0.001, 0.018, 0.006], [0.077, -0.010, -0.111], [-0.034, -0.029, -0.033], [-0.010, -0.010, 0.000], [0.001, -0.008, -0.001], [0.235, 0.438, 0.148], [0.034, -0.009, 0.039], [0.304, -1.149, -0.206], [-0.131, -0.062, -0.038], [0.045, 0.084, 0.041], [-0.098, -0.108, -0.076], [-0.224, 0.826, 0.164], [-0.128, -0.030, -0.079], [-0.048, 0.021, -0.014], [-0.013, 0.275, 0.078], [-0.093, 0.229, -0.068]]}



No. 2
{"formula": "C6H8N2S", "method": "wB97M-V/def2-TZVPD", "homo_lumo_gap_ev": [6.95, 6.94], "e_above_lowest_kj_mol": 477.0, "lumo_ev": [-0.56, -0.56], "symbols": ["H", "C", "H", "H", "C", "H", "C", "H", "H", "C", "N", "S", "C", "N", "C", "H", "H"], "xyz": [[0.661078, 2.582884, -0.202844], [-0.842056, 1.098873, -0.090225], [-3.681570, -1.708084, 0.119715], [0.506872, 1.789316, 1.324026], [0.591186, -1.355154, 0.324302], [1.542316, 0.551104, -1.392804], [1.644124, 0.785516, -0.310514], [0.550562, -2.248153, 0.940389], [2.697815, 1.196392, -0.248226], [0.474951, 1.604199, 0.240253], [-2.921030, -1.075247, -0.289594], [-2.392714, 1.371760, 0.045347], [1.687472, -0.587734, 0.288101], [-1.790329, -1.560300, 0.154239], [-0.698384, -1.034924, -0.365139], [-0.619995, -0.621550, -1.443170], [2.589708, -0.788903, 0.906150]], "forces_ev_per_a": [[-0.605, 0.383, 0.028], [-2.890, -1.670, 1.287], [1.111, 1.411, 0.070], [0.079, -0.441, -0.192], [-0.366, -0.211, -0.318], [-0.380, 0.907, 0.301], [1.639, -1.851, -0.982], [0.092, -0.025, -0.066], [-1.555, 0.290, 0.288], [1.224, 1.251, -0.903], [0.748, -2.530, -0.428], [1.893, 0.789, -0.076], [0.147, 0.093, 1.294], [-2.926, 0.090, 0.320], [3.024, 2.970, -1.549], [-0.389, -1.102, 1.444], [-0.848, -0.353, -0.518]]}



No. 3
{"formula": "BrZr", "method": "wB97M-V/def2-TZVPD", "s2": 0.927, "homo_lumo_gap_ev": [9.03, 6.70], "multiplicity": 2, "charge": 4, "lumo_ev": [-28.57, -29.75], "symbols": ["Zr", "Br"], "xyz": [[-0.086060, 0.909355, 0.879975], [0.086060, -0.909355, -0.879975]], "forces_ev_per_a": [[-0.101, 1.034, 0.999], [0.101, -1.034, -0.999]]}



Number 1: molar mass 544.3 g mol⁻¹. Number 2: molar mass 140.2 g mol⁻¹. Number 3: molar mass 171.1 g mol⁻¹.